C36H31N9OSSeV | ωB97M-V with the def2-TZVPD basis set

```
80
Properties=species:S:1:pos:R:3:mulliken_charge:R:1
V -0.034 -0.574 -0.060 -1.066
C -1.439 -0.938 -4.155 -0.976
C -0.348 -1.373 -4.902 -0.637
C 0.875 -1.425 -4.280 -0.620
C 1.008 -1.085 -2.932 0.148
N -0.074 -0.749 -2.171 0.568
C -1.262 -0.649 -2.827 -0.073
N 2.307 -1.014 -2.490 -0.442
C 2.671 -0.759 -1.305 -0.612
N 1.825 -0.664 -0.160 2.422
C 2.656 -0.229 0.919 0.083
N 2.322 -0.082 2.138 -0.417
C 1.155 -0.532 2.698 0.331
C 1.119 -0.544 4.093 -0.824
C 0.075 -1.143 4.753 -0.452
C -0.933 -1.739 3.995 -1.109
C -0.873 -1.661 2.629 -0.089
N 0.132 -1.036 1.962 1.211
C 4.013 -0.029 0.418 0.199
C 5.154 0.390 1.077 -0.406
C 6.333 0.407 0.338 -0.775
C 6.357 0.014 -1.002 -0.720
C 5.203 -0.407 -1.656 -0.291
C 4.037 -0.420 -0.915 0.443
H -2.419 -0.828 -4.598 0.538
H -0.453 -1.631 -5.947 0.491
H 1.781 -1.692 -4.803 0.589
H -2.105 -0.324 -2.243 0.288
H 1.958 -0.102 4.611 0.605
H 0.045 -1.172 5.834 0.491
H -1.767 -2.244 4.462 0.513
H -1.654 -2.103 2.031 0.487
H 5.129 0.685 2.117 0.578
H 7.252 0.726 0.811 0.489
H 7.293 0.038 -1.542 0.463
H 5.217 -0.712 -2.693 0.576
C -4.866 3.677 0.906 -1.124
C -4.505 3.029 -0.422 -0.622
N -4.027 1.635 -0.225 0.247
C -5.087 0.607 -0.255 -0.899
C -5.304 0.053 -1.655 -0.808
C -2.763 1.396 -0.010 0.572
S -2.291 -0.315 0.203 -0.243
N -1.925 2.437 0.088 -0.086
C -0.639 2.352 0.212 0.050
O 0.028 1.185 0.117 -0.549
C 0.183 3.520 0.415 0.771
C 1.584 3.403 0.431 -0.216
C 2.367 4.521 0.625 -0.935
C 1.760 5.761 0.803 -0.452
C 0.373 5.888 0.785 -0.779
C -0.417 4.776 0.590 -0.523
H -5.264 4.673 0.717 0.396
H -3.989 3.767 1.546 0.289
H -5.632 3.108 1.434 0.382
H -3.734 3.588 -0.942 0.450
H -5.377 2.957 -1.071 0.418
H -5.989 1.100 0.102 0.482
H -4.849 -0.182 0.455 0.494
H -5.521 0.847 -2.370 0.365
H -6.150 -0.632 -1.645 0.440
H -4.425 -0.495 -2.002 0.044
H 2.048 2.438 0.282 0.454
H 3.445 4.440 0.634 0.477
H 2.375 6.639 0.953 0.438
H -0.082 6.858 0.923 0.458
H -1.495 4.859 0.574 0.438
Se -2.141 -3.272 -0.876 0.377
N -0.574 -2.627 -0.178 0.077
C 0.195 -3.690 0.127 1.177
C 1.495 -3.694 0.701 -0.168
C 2.100 -4.893 0.932 -1.055
C 1.488 -6.151 0.630 -0.704
C 0.252 -6.202 0.092 -0.792
C -0.428 -4.969 -0.171 0.164
N -1.639 -4.918 -0.680 -0.642
H 1.997 -2.777 0.958 0.687
H 3.091 -4.898 1.369 0.490
H 2.028 -7.063 0.843 0.442
H -0.247 -7.132 -0.147 0.514
```

Results
- M (g/mol) = 767.68
- energy relative to the best compared isomer or geometry (same formula, charge and spin) (kJ/mol) = 16.9
- net charge = +3
- LUMO (spin up / spin down) (eV) = -11.509 / -11.506
- HOMO (spin up / spin down) (eV) = -16.4884 / -16.4881
- frontier orbital gap (spin up / spin down) (Ha) = 0.1830 / 0.1831
- E_tot (Eh) = -5701.2459